No. 1
Formula: C5H7NO
Source: OMol25
Level of theory: ωB97M-V/def2-TZVPD

```
14
Properties=species:S:1:pos:R:3:forces:R:3:nbo_charge:R:1
C 0.568996 -0.933600 -1.513204 0.03 0.05 -0.04 -0.615
C 0.458114 -0.733648 0.001118 0.07 -0.02 0.06 -0.414
C -0.222674 0.564071 0.471624 0.06 -0.09 -0.15 0.100
C -0.790252 0.567959 1.828653 -0.22 -0.15 0.08 -0.076
O 0.318087 1.382061 1.525104 0.53 -0.18 0.08 -0.448
C -0.603028 1.491623 -0.589815 -0.07 0.59 -0.72 0.261
N -0.617318 2.282419 -1.434070 -0.35 -0.81 0.72 -0.294
H -0.414222 -1.070987 -1.978561 0.15 0.10 0.13 0.213
H 1.152515 -1.836478 -1.720351 -0.08 0.14 0.06 0.221
H 1.057904 -0.092165 -2.010789 -0.03 -0.09 0.09 0.223
H -0.126516 -1.566812 0.410650 0.15 0.16 -0.01 0.212
H 1.444612 -0.779490 0.472632 -0.05 0.09 -0.05 0.232
H -1.754707 0.993606 2.089559 0.21 0.39 -0.13 0.198
H -0.471512 -0.268557 2.447451 -0.40 -0.18 -0.11 0.187
```
Positions in Å, forces in eV/Å.

Results
HOMO-LUMO gap (hartree): 0.4288
Energy (a.u.): -324.64556
Energy relative to the best compared isomer or geometry (same formula, charge and spin) (kJ/mol): 207.2
SMILES: CC[C@@]1(C#N)CO1
Spin multiplicity: 1
HOMO (eV): -10.87

***

No. 2
Formula: C11H21Cl8N3O3
Source: OMol25
Level of theory: ωB97M-V/def2-TZVPD

```
46
Properties=species:S:1:pos:R:3:forces:R:3:nbo_charge:R:1
C -0.703187 1.744819 3.167684 -0.48 0.38 -0.24 0.529
O -0.890405 2.933857 3.328804 0.21 -0.06 0.17 -0.614
N -1.494703 0.969921 2.397682 -0.22 -1.15 0.25 -0.435
C -1.293404 -0.467426 2.295534 -1.17 -0.22 -0.15 -0.415
C -2.731364 1.474221 1.818375 0.32 0.46 -0.14 -0.416
H 0.122991 1.176357 3.622448 0.13 0.09 0.03 0.107
H -2.159872 -1.033390 2.663264 -0.17 0.33 0.28 0.191
H -0.472876 -0.860016 2.891005 0.45 0.35 -0.41 0.213
H -1.311343 -0.723883 1.235677 0.83 -0.20 0.11 0.203
H -3.191512 0.728815 1.173897 0.27 -0.17 -0.03 0.198
H -3.472994 1.746315 2.569747 0.14 0.12 0.16 0.210
H -2.486975 2.345600 1.212366 -0.24 0.14 0.06 0.221
C 3.388747 -2.450655 -0.440537 -0.03 -0.11 -0.74 0.529
O 4.240279 -2.468419 -1.301514 0.48 0.06 0.27 -0.601
N 3.541162 -2.076175 0.854180 -0.26 0.37 -0.10 -0.439
C 2.354745 -1.724034 1.618190 0.02 0.12 0.15 -0.407
C 4.804102 -1.521476 1.296401 0.38 -0.10 0.65 -0.423
H 2.381411 -2.779064 -0.738601 -0.25 0.02 0.57 0.104
H 2.503967 -1.841711 2.692288 0.22 -0.39 -0.05 0.207
H 1.523254 -2.352354 1.305001 -0.02 -0.03 0.07 0.205
H 2.060288 -0.675151 1.510445 0.10 0.06 -0.31 0.188
H 4.846667 -0.430092 1.278101 -0.26 0.05 -0.17 0.207
H 4.957342 -1.842995 2.329273 0.01 0.09 0.03 0.194
H 5.649896 -1.894050 0.725372 -0.28 -0.12 -0.29 0.240
C 2.831629 2.674909 -1.466569 1.03 -0.27 1.14 0.525
O 3.903430 2.183849 -1.141185 -0.35 0.19 -0.31 -0.628
N 1.669318 2.004280 -1.491887 -0.67 0.57 -0.17 -0.428
C 0.488546 2.663171 -2.078998 1.03 -0.65 -0.10 -0.405
C 1.603427 0.565956 -1.249022 -0.30 0.86 -0.72 -0.425
H 2.734006 3.760321 -1.635849 -0.10 -0.09 -0.32 0.112
H -0.410141 2.387833 -1.533623 -0.09 0.05 -0.04 0.204
H 0.445881 2.348857 -3.124643 -0.52 -0.04 -0.03 0.190
H 0.634210 3.739867 -2.084304 -0.08 0.05 0.24 0.214
H 1.007308 0.181299 -2.076883 0.03 -0.46 0.17 0.198
H 2.598689 0.133076 -1.279740 0.06 0.06 0.14 0.248
H 1.089949 0.378175 -0.307046 0.04 -0.15 0.05 0.192
C -1.727764 -2.044465 -1.770728 -0.28 0.34 0.72 -0.201
Cl -2.075560 -3.569448 -2.577731 0.13 0.46 -0.15 0.086
Cl -0.202788 -2.208571 -0.836620 -0.65 -0.01 -0.46 0.033
Cl -1.624617 -0.634828 -2.858117 0.20 -0.68 -0.03 0.054
Cl -3.087509 -1.668836 -0.647448 0.69 -0.54 -0.28 0.027
C -6.387444 -0.158590 -2.287329 -0.41 -0.33 0.17 -0.219
Cl -7.449946 -1.552418 -2.007801 0.16 -0.19 -0.11 0.049
Cl -5.207393 -0.544915 -3.553451 -0.31 0.24 0.21 0.063
Cl -7.442973 1.189706 -2.729873 0.43 0.09 -0.15 0.065
Cl -5.556475 0.191756 -0.766233 -0.22 0.44 -0.09 0.048
```
Positions in Å, forces in eV/Å.

Results
HOMO-LUMO gap (hartree): 0.3293
Energy (a.u.): -4503.20893
SMILES: ClC(Cl)(Cl)Cl.ClC(Cl)(Cl)Cl.CN(C)C=O.CN(C)C=O.CN(C)C=O
Spin multiplicity: 1
HOMO (eV): -9.34